{
  "formula": "C21H19BCrN9O5S",
  "method": "ωB97M-V/def2-TZVPD",
  "elements": ["Cr", "C", "C", "N", "N", "C", "B", "N", "C", "C", "C", "N", "N", "C", "C", "C", "N", "N", "C", "C", "C", "N", "H", "H", "H", "H", "H", "H", "H", "H", "H", "H", "H", "H", "O", "C", "N", "S", "O", "O", "C", "C", "C", "C", "C", "C", "H", "H", "H", "H", "C", "O", "C", "O", "H", "H", "H"],
  "coordinates": [[0.70, -0.87, -0.44], [-3.28, -2.25, -1.41], [-1.92, -2.10, -1.69], [-1.28, -1.56, -0.66], [-2.21, -1.35, 0.31], [-3.41, -1.76, -0.12], [-1.72, -1.03, 1.75], [-0.97, 0.33, 1.75], [-1.09, 1.35, 2.62], [-0.11, 2.28, 2.36], [0.61, 1.74, 1.29], [0.09, 0.57, 0.93], [-0.74, -2.19, 2.11], [-0.89, -3.33, 2.82], [0.27, -4.06, 2.72], [1.10, -3.29, 1.90], [0.48, -2.18, 1.52], [-2.88, -0.88, 2.72], [-3.08, -1.34, 3.98], [-4.28, -0.85, 4.43], [-4.75, -0.08, 3.35], [-3.91, -0.09, 2.34], [-4.04, -2.65, -2.04], [-1.36, -2.36, -2.58], [-4.27, -1.67, 0.52], [-1.88, 1.34, 3.35], [0.07, 3.21, 2.87], [1.46, 2.12, 0.76], [-1.81, -3.57, 3.31], [0.48, -5.01, 3.18], [2.10, -3.49, 1.55], [-2.34, -1.92, 4.50], [-4.73, -1.02, 5.39], [-5.67, 0.49, 3.28], [2.55, -0.18, -0.49], [2.71, 0.70, -1.41], [1.89, 0.64, -2.63], [1.59, 2.26, -3.18], [0.47, 2.79, -2.48], [1.61, 2.27, -4.61], [3.08, 2.77, -2.46], [3.72, 3.96, -2.73], [4.77, 4.32, -1.89], [5.11, 3.51, -0.80], [4.46, 2.32, -0.54], [3.44, 1.91, -1.41], [3.41, 4.60, -3.55], [5.32, 5.24, -2.07], [5.91, 3.83, -0.15], [4.75, 1.70, 0.30], [-0.33, -0.71, -4.74], [-0.10, 0.03, -3.52], [0.96, -0.34, -2.80], [1.16, -1.50, -2.40], [-1.37, -0.55, -5.00], [-0.15, -1.77, -4.58], [0.32, -0.31, -5.51]],
  "mulliken_spin": [4.01, 0.00, 0.03, -0.07, 0.03, 0.02, -0.07, 0.03, 0.02, 0.00, 0.00, -0.01, 0.02, 0.01, 0.00, 0.00, 0.02, 0.00, 0.00, 0.00, 0.00, 0.00, 0.00, 0.00, 0.00, 0.00, 0.00, 0.02, 0.00, 0.00, 0.00, 0.00, 0.00, 0.00, 0.10, 0.35, 0.08, 0.03, 0.01, 0.01, 0.15, -0.09, 0.20, -0.08, 0.17, 0.00, 0.00, 0.02, 0.00, 0.01, 0.01, 0.02, -0.03, 0.02, 0.00, 0.00, 0.00],
  "spin_multiplicity": 6,
  "fmax_ev_per_a": 1.14,
  "charge": 0,
  "homo_energy_ev": [-6.290, -9.311],
  "de_lowest_kj_mol": 0.0,
  "e_tot_ha": -3148.29308,
  "homo_lumo_gap_ev": [6.77, 9.03]
}